[1]
DFT (ωB97M-V with the def2-TZVPD basis set) results for a single C12H16N2O3 molecule in a non-equilibrium geometry.

Values from the calculation:
HOMO-LUMO gap in eV: 9.811
E_HOMO in Eh: -0.3396
LUMO level in Ha: 0.0209
ΔE to the lowest compared entry with this formula, charge and spin in kcal per mole: 79.30
SMILES: C[C@H](N)C(=O)N[C@@H](Cc1ccccc1)C(=O)O

Geometry (Å):
1 C -0.982 -0.546 -3.284
2 C -0.817 -1.656 -2.207
3 N -1.962 -2.607 -2.412
4 C -0.588 -1.210 -0.715
5 O -1.305 -1.461 0.216
6 N 0.634 -0.626 -0.510
7 C 1.594 -0.727 0.693
8 C 0.962 -0.154 1.968
9 C 0.495 1.214 1.645
10 C -0.907 1.402 1.557
11 C -1.508 2.671 1.332
12 C -0.596 3.816 1.311
13 C 0.784 3.630 1.470
14 C 1.297 2.320 1.647
15 C 1.821 -2.165 1.016
16 O 2.839 -2.739 0.883
17 O 0.743 -2.765 1.421
18 H -0.023 -0.030 -3.712
19 H -1.822 0.226 -3.061
20 H -1.325 -0.985 -4.318
21 H 0.095 -2.198 -2.470
22 H -2.055 -3.455 -1.880
23 H -1.834 -3.019 -3.370
24 H 1.083 -0.197 -1.297
25 H 2.597 -0.230 0.361
26 H 0.220 -0.937 2.019
27 H 1.854 -0.207 2.632
28 H -1.534 0.495 1.732
29 H -2.534 2.838 1.275
30 H -1.075 4.696 0.929
31 H 1.422 4.353 1.670
32 H 2.371 2.291 1.916
33 H 0.056 -2.041 1.542

Forces on the atoms, in the same order (eV/Å):
C -0.59 1.24 -2.47
C -0.52 -0.76 -0.62
N 0.11 0.35 -1.72
C 1.01 0.13 -1.09
O -1.11 -0.73 0.57
N 1.57 0.27 0.37
C 0.32 1.42 -2.08
C 2.37 0.37 -1.99
C -2.29 0.31 1.32
C -1.08 0.39 -0.05
C 4.91 -0.06 0.69
C -1.07 -2.49 -1.02
C -3.65 -4.37 -0.17
C 0.92 1.62 0.33
C 0.14 0.39 -1.02
O 2.34 -0.97 -0.24
O -2.25 -0.31 0.96
H -1.44 -0.65 1.66
H 1.68 -1.23 -0.07
H 0.34 0.20 2.14
H 0.32 0.18 0.24
H 0.58 0.22 1.17
H -0.21 0.99 1.02
H 0.04 -0.25 -0.35
H -1.97 -0.88 0.64
H -0.66 1.99 2.13
H -1.22 0.00 0.50
H 0.41 0.92 -0.40
H -1.53 0.01 -0.20
H 0.28 0.89 0.56
H 2.76 3.74 0.26
H -0.64 -0.40 -0.34
H 0.14 -2.52 -0.72

=====

[2]
DFT (ωB97M-V with the def2-TZVPD basis set) results for a single C12H16N2O3 molecule in a non-equilibrium geometry.

Values from the calculation:
HOMO-LUMO gap in eV: 9.694
E_HOMO in Eh: -0.3384
LUMO level in Ha: 0.0178
ΔE to the lowest compared entry with this formula, charge and spin in kcal per mole: 86.01
SMILES: C[C@H](N)C(=O)N[C@@H](Cc1ccccc1)C(=O)O

Geometry (Å):
1 C 0.178 3.200 -0.067
2 C -0.691 1.908 -0.081
3 N -1.922 2.252 -0.673
4 C -0.910 1.097 1.165
5 O -0.313 1.530 2.166
6 N -1.711 -0.007 1.116
7 C -1.747 -0.706 -0.123
8 C -0.483 -1.556 -0.265
9 C 1.071 -1.121 -0.281
10 C 1.713 -0.065 -0.890
11 C 3.159 0.029 -0.670
12 C 3.831 -0.900 0.180
13 C 3.054 -1.987 0.670
14 C 1.813 -2.180 0.348
15 C -2.943 -1.512 -0.196
16 O -3.611 -1.648 -1.164
17 O -3.143 -2.388 0.928
18 H 1.091 3.191 0.488
19 H 0.214 3.372 -1.104
20 H -0.462 4.054 0.449
21 H -0.191 1.094 -0.804
22 H -2.445 2.898 -0.103
23 H -1.716 2.685 -1.522
24 H -1.729 -0.514 2.028
25 H -1.986 0.162 -0.911
26 H -0.574 -2.180 0.678
27 H -0.645 -2.195 -1.082
28 H 1.255 0.358 -1.830
29 H 3.691 0.810 -1.231
30 H 4.906 -0.556 0.304
31 H 3.539 -2.759 1.281
32 H 1.272 -3.149 0.646
33 H -3.567 -3.216 0.553

Forces on the atoms, in the same order (eV/Å):
C -2.56 0.24 2.70
C 1.91 -1.64 -1.51
N -1.93 -0.94 0.28
C 1.88 2.23 2.00
O -1.37 -1.41 -0.59
N 0.47 0.99 2.32
C 0.72 3.61 -1.44
C 0.84 -0.16 1.41
C -2.13 -1.88 0.30
C 1.95 -1.05 -1.18
C -1.34 -1.05 0.23
C -0.70 2.89 -1.57
C 5.83 -0.09 1.16
C -5.04 -0.02 -0.34
C -1.06 -3.65 1.01
O -0.69 0.14 -0.70
O 0.12 0.08 -1.67
H 0.78 -0.33 -0.12
H 0.84 0.90 -1.19
H 1.18 -1.67 -1.12
H -0.93 2.17 1.42
H -0.13 0.15 0.13
H -0.12 0.96 -1.73
H 0.05 0.29 -1.21
H 0.84 -2.13 1.38
H 0.31 0.42 -1.21
H -0.03 -1.14 -1.27
H 0.47 0.32 1.60
H -0.08 -0.41 0.51
H -1.35 -1.52 0.46
H 0.08 0.33 -0.31
H 0.84 1.77 -0.33
H 0.35 1.58 0.60

=====

[3]
DFT (ωB97M-V with the def2-TZVPD basis set) results for a molecular structure, C12H16N2O5Pb in a non-equilibrium geometry.

Values from the calculation:
HOMO-LUMO gap in eV: 9.256
E_HOMO in Eh: -0.3397
LUMO level in Ha: 0.0004

Geometry (Å):
1 Pb -13.876 1.233 -7.650
2 O -15.717 2.876 -5.910
3 C -16.729 3.290 -6.851
4 C -16.048 3.844 -8.035
5 N -15.395 2.831 -8.870
6 C -16.229 1.923 -9.650
7 C -15.491 0.669 -10.089
8 O -15.962 0.084 -11.071
9 O -14.398 0.319 -9.492
10 C -14.520 3.534 -9.803
11 C -13.311 4.077 -8.957
12 O -13.022 5.242 -8.874
13 O -12.823 3.096 -8.280
14 H -16.115 2.447 -5.181
15 H -17.398 4.056 -6.414
16 H -17.399 2.449 -7.098
17 H -15.211 4.540 -7.774
18 H -16.860 4.345 -8.634
19 H -16.595 2.374 -10.617
20 H -17.095 1.612 -9.069
21 H -15.044 4.255 -10.391
22 H -14.064 2.852 -10.617
23 C -8.848 -2.507 -4.167
24 C -9.678 -1.635 -4.998
25 C -10.211 -0.414 -4.499
26 C -11.057 0.304 -5.349
27 N -11.390 -0.081 -6.573
28 C -10.913 -1.234 -7.017
29 C -10.025 -2.039 -6.301
30 H -7.769 -2.338 -4.345
31 H -8.890 -3.581 -4.364
32 H -9.125 -2.530 -3.047
33 H -9.972 -0.050 -3.529
34 H -11.525 1.245 -5.054
35 H -11.093 -1.537 -8.038
36 H -9.652 -2.949 -6.726

Forces on the atoms, in the same order (eV/Å):
Pb 0.48 0.87 1.40
O 0.34 0.71 -1.58
C -0.50 -0.28 1.49
C -0.24 0.63 -1.34
N 0.00 -0.57 -0.79
C -0.70 0.56 -0.44
C -0.51 -1.07 -2.53
O 0.51 0.59 1.47
O -0.20 -0.28 -0.51
C 2.39 -0.80 -1.05
C -1.55 -0.81 -0.36
O 0.34 0.50 -0.28
O 1.13 -0.36 0.53
H -0.72 -0.70 1.26
H 0.48 -0.17 -0.06
H 0.31 0.09 -0.09
H -1.19 -0.19 0.10
H 0.91 0.02 0.32
H 0.18 -0.20 1.04
H -0.16 -0.03 0.03
H -0.53 0.97 -0.01
H -0.76 0.52 1.55
C 1.12 -1.45 2.34
C -1.27 0.61 -0.41
C -0.14 -1.01 -1.94
C 0.13 0.16 0.54
N -0.36 -0.24 -0.44
C 1.43 -0.55 -0.10
C -0.67 1.34 0.98
H -0.36 0.45 0.56
H -0.58 0.06 -0.69
H 0.70 0.77 -1.63
H 0.13 0.14 0.64
H 0.28 -0.13 0.23
H -0.57 0.20 -0.17
H 0.13 -0.32 -0.09